[1]
ORCA calculation (wB97M-V/def2-TZVPD) on a structure of composition C19H43CoN2OP3S in a non-equilibrium geometry.

Values from the calculation:
charge: +3
Kohn-Sham gap (spin up / spin down): 8.160 / 3.359 eV
spin multiplicity: 5

Each line ends with the natural charge from an NBO analysis.
Geometry (Å):
Co (-0.1058, 1.5711, -0.2307)  0.826
P (1.6155, 2.2988, 0.8066)  0.810
P (-1.1882, 1.2178, 1.5124)  0.805
P (-1.3535, 2.4782, -1.5294)  0.902
H (0.1888, -1.1522, -5.2965)  0.204
C (0.6137, -0.1494, -5.2870)  -0.348
C (1.0450, 0.4993, -4.1952)  -0.453
H (0.7176, 0.1044, -3.2119)  0.167
C (2.7605, 1.1467, 1.6578)  -0.923
C (1.4000, 3.5926, 2.1104)  -0.929
C (2.7112, 3.1478, -0.3656)  -0.936
C (-2.5260, -0.0282, 1.4401)  -0.943
C (-0.3832, 0.6784, 3.0766)  -0.939
C (-2.1037, 2.6723, 2.1857)  -0.929
C (-0.6243, 2.4629, -3.1502)  -0.978
C (-1.0703, 4.1323, -0.7744)  -0.951
C (-3.0963, 2.4947, -1.9368)  -0.944
H (0.8476, 0.2069, -6.2965)  0.221
H (1.6481, 1.4277, -4.2835)  0.216
H (3.2240, 0.5132, 0.8971)  0.262
H (2.2854, 0.4931, 2.3954)  0.250
H (3.5559, 1.7130, 2.1552)  0.273
H (0.8940, 3.2165, 3.0045)  0.251
H (0.8319, 4.4488, 1.7352)  0.257
H (2.3911, 3.9535, 2.4038)  0.275
H (3.1775, 2.3715, -0.9822)  0.261
H (3.4838, 3.6933, 0.1885)  0.269
H (2.1466, 3.8410, -1.0011)  0.250
H (-3.2725, 0.1135, 2.2298)  0.273
H (-2.0676, -1.0156, 1.5607)  0.259
H (-3.0444, 0.0119, 0.4778)  0.244
H (-0.8893, 1.1223, 3.9452)  0.267
H (0.6783, 0.9417, 3.1203)  0.234
H (-0.4687, -0.4090, 3.1734)  0.260
H (-2.6677, 2.3411, 3.0652)  0.271
H (-2.8150, 3.0786, 1.4590)  0.247
H (-1.4135, 3.4609, 2.5055)  0.254
H (-1.2855, 2.8880, -3.9012)  0.278
H (-0.5505, 1.4109, -3.4278)  0.289
H (0.3733, 2.9060, -3.1432)  0.260
H (-1.6735, 4.8215, -1.3754)  0.291
H (0.0029, 4.3784, -0.8099)  0.247
H (-1.4237, 4.1248, 0.2701)  0.252
H (-3.2667, 3.2595, -2.7012)  0.282
H (-3.7111, 2.7229, -1.0639)  0.262
H (-3.4021, 1.5309, -2.3487)  0.270
C (0.1091, -2.1384, -0.9838)  -0.121
C (-1.1456, -1.5949, -1.2849)  -0.291
C (-1.8215, -1.9720, -2.4263)  -0.201
C (-1.2182, -2.8799, -3.2922)  -0.168
C (0.1205, -3.2514, -3.1217)  -0.193
C (0.8013, -2.8394, -1.9850)  -0.228
S (0.8776, -2.1092, 0.6190)  -0.067
H (0.3366, -3.1940, 1.2180)  0.137
H (-1.6093, -0.9167, -0.5821)  0.202
H (-2.8122, -1.5592, -2.5692)  0.234
H (-1.7902, -3.2831, -4.1120)  0.248
H (0.6785, -3.9006, -3.7956)  0.252
H (1.8250, -3.1642, -1.7818)  0.235
C (1.9817, -4.5222, 4.3692)  -0.478
N (1.6867, -5.4611, 3.3189)  -0.166
C (0.4962, -5.3486, 2.6381)  0.700
N (0.4082, -6.3298, 1.6322)  -0.742
O (-0.3912, -4.5170, 2.8480)  -0.486
H (1.4569, -3.5838, 4.1547)  0.268
H (3.0555, -4.3514, 4.3819)  0.282
H (1.6622, -4.8758, 5.3524)  0.324
H (2.2078, -6.3374, 3.2166)  0.457
H (-0.3734, -6.1438, 1.0210)  0.430
H (1.2682, -6.4605, 1.1009)  0.408

Cartesian forces (eV/Å) of the 3 atoms listed first:
Co 1.64 -3.21 0.17
P 3.25 1.96 1.47
P -3.02 -1.02 4.40

---

[2]
ORCA calculation (wB97M-V/def2-TZVPD) on a cluster of 2 separate species, C3H2BrF2I in total in a non-equilibrium geometry.

Values from the calculation:
Kohn-Sham gap (spin up / spin down): 8.406 / 7.847 eV
relative energy (zero: lowest compared OMol25 entry of this formula, charge and spin): 89.2 kcal per mole

Each line ends with the natural charge from an NBO analysis.
Geometry (Å):
C (1.0010, -1.2524, -0.4421)  -0.536
C (-0.2105, -1.1879, -0.0020)  -0.199
C (-0.5782, 1.4532, 0.3360)  0.610
F (-1.5463, 1.8862, -0.4697)  -0.327
F (-0.9613, 1.6297, 1.6043)  -0.331
Br (1.1190, 2.2084, -0.0342)  0.038
I (-1.9305, -2.2100, 0.2770)  0.285
H (1.4739, -2.1595, -0.7985)  0.220
H (1.6328, -0.3676, -0.4707)  0.239

Cartesian forces (eV/Å) of the 3 atoms listed first:
C 0.74 -0.33 -0.26
C -0.94 1.96 0.31
C -0.46 -1.31 0.26